98
Properties=species:S:1:pos:R:3:mulliken_charge:R:1 method="wB97M-V/def2-TZVPD" s_squared=2.015 spin_multiplicity=3 total_charge=+2 e_homo_ev="-12.91 / -12.91" de_lowest_kcal_mol=1.1
O 3.34584 -1.32635 3.66787 -0.607
H 4.57009 1.00362 -4.31305 0.307
H -3.22213 -4.82988 -6.03739 0.414
C -3.35248 -2.69734 -0.43488 -0.879
H -2.02608 -4.34282 2.21695 0.544
C 2.65286 0.03225 -2.65042 -0.776
Pd 0.10065 -1.39380 -1.20725 0.355
C -1.92213 0.00729 1.50315 -1.809
O -2.44382 -2.01368 7.15196 -0.674
C -0.52556 -0.40240 1.79428 0.380
H 6.71336 4.58457 -0.16069 0.559
C -2.07200 3.71600 -2.34439 -0.851
H -3.19184 5.48834 -0.63379 0.462
O -2.08588 0.42262 6.67379 -0.647
C 5.03020 3.66668 -1.11927 -0.140
C -0.76340 -0.07936 4.26071 -1.266
C -2.17442 -7.07037 -3.72397 -0.604
H -2.35688 -2.37189 -2.31229 0.558
N -0.68857 0.40995 -2.00008 0.598
H -3.61280 -7.14983 -5.30464 0.410
N 0.39108 -0.74925 0.89478 1.478
N 4.19303 5.57782 0.24445 -0.461
H -2.63381 -0.59495 2.06151 0.310
N 2.90626 6.08729 0.48022 -0.462
H -3.12337 3.58146 -2.08031 0.427
C -1.07922 1.56906 -1.47368 -0.819
N 2.10835 -0.87859 -1.84406 0.815
C -1.47241 6.32636 0.33088 -0.733
H -1.53491 0.63098 3.96733 0.524
H -0.61785 -0.14619 -4.08542 0.559
S -2.46253 -0.90067 6.25018 1.238
C -1.06294 -3.33686 -0.86724 -0.478
C 1.54433 -1.00605 1.58490 -1.108
C 1.29610 -0.82111 2.90716 -0.152
H -6.11321 -0.54525 6.14390 0.396
H -5.13041 -1.49552 7.26857 0.367
C -0.84817 0.59954 -3.34003 -0.967
C -2.07826 -3.87476 1.24423 -0.616
H -2.08696 1.05196 1.77279 0.540
H 0.41762 6.95990 1.14298 0.560
C -2.67116 -5.23179 -5.19947 -0.651
C 2.10471 5.35440 -0.19921 0.605
H 3.11761 -2.47809 -0.79043 0.589
H -4.93675 0.25987 7.18424 0.370
C -0.09357 6.30363 0.45403 -1.003
H 0.60083 3.91428 -1.84274 0.713
C -4.08108 -0.80767 5.51128 -0.278
C 0.64740 5.41550 -0.32284 -0.079
C -2.25608 -2.72974 -1.29074 0.649
H -1.55473 -3.42927 -4.87800 0.419
H -0.57002 -1.92861 5.36726 0.434
H 5.79746 -0.06842 -3.61985 0.407
O 1.76510 -1.05547 5.11609 -0.581
N 2.22234 -1.03120 3.99471 1.055
H 2.13304 0.80692 -3.18575 0.597
N -1.31579 1.78120 -3.63802 -1.067
C -0.97589 -3.90503 0.40858 -0.780
C -1.37380 4.59011 -1.33668 0.765
H -2.13184 -0.12275 0.44139 0.190
C 4.59716 2.65254 -1.96040 -0.016
C 6.38479 3.79038 -0.81383 -0.931
H 7.55921 1.15519 -2.58361 0.426
H -4.28047 -2.25544 -0.76848 0.512
C 5.49786 1.74072 -2.48587 1.084
C 7.28659 2.89055 -1.35434 -0.746
C -3.26331 -3.28018 0.81834 -0.546
C -1.23382 -6.29621 -3.05745 -0.432
H -4.13073 -3.29171 1.46460 0.487
C 5.00062 0.63488 -3.37985 -1.166
Te 0.36760 -3.84234 -2.41825 0.324
O 2.73980 4.36751 -0.88824 -0.194
H -1.88542 -1.93988 4.18087 0.104
H 2.47998 -1.27802 1.13062 0.702
H 8.33707 2.98052 -1.12312 0.424
H -4.07053 0.04735 4.83365 0.288
C -1.34778 -1.32324 4.90172 -0.308
N 3.96240 -0.16098 -2.71345 0.858
H -2.02689 4.11961 -3.35845 0.325
H -2.05327 7.01206 0.92908 0.432
C -1.03734 -4.98473 -3.47344 0.441
C -2.88794 -6.53787 -4.78645 -0.491
C 3.18063 -1.61753 -1.44034 -0.988
N 4.31037 -1.20855 -1.94611 -0.893
C 6.84748 1.86227 -2.18194 -0.803
H -0.09236 0.42937 4.94689 0.409
H -4.23362 -1.72687 4.94556 0.337
C -1.73676 -4.44159 -4.54466 -0.168
H -2.34125 -8.09264 -3.41578 0.401
H -1.09042 1.83681 -0.43329 0.650
N -0.01395 -0.42595 3.04310 0.425
C 4.04296 4.58547 -0.55280 0.669
H 3.54387 2.58485 -2.19764 0.545
C -2.11421 5.46524 -0.55110 -1.014
C -5.12922 -0.63725 6.60110 -1.359
C 0.00825 4.57283 -1.22295 0.118
H -0.67074 -6.71733 -2.23607 0.391
N -1.46301 2.38355 -2.44404 1.010
H -0.05906 -4.38007 0.73281 0.585